Record 1
DFT (ωB97M-V/def2-TZVPD) results for 2 unconnected molecules or ions with the total composition C4H4O2.

The geometry in XYZ format:
```
10
Properties=species:S:1:pos:R:3:forces:R:3
O -2.8591 0.6230 -0.3602 0.330 -0.366 -0.149
C -1.9915 -0.1900 -0.5360 -0.306 0.188 -0.022
O -0.3059 -0.0603 1.5591 0.403 0.302 -0.247
C 0.3877 0.5584 0.7825 -0.182 -0.178 0.309
C 1.6044 0.0051 0.2127 0.557 -0.230 -0.152
C 2.6215 -0.4576 -0.2380 -0.406 0.203 0.196
H -2.0120 -1.2071 -0.1017 -0.122 0.109 -0.013
H -1.0885 0.0344 -1.1459 -0.195 0.001 -0.045
H 0.1164 1.5748 0.4440 0.077 -0.111 0.098
H 3.5270 -0.8806 -0.6165 -0.158 0.081 0.026
```
Positions in Å, forces in eV/Å.

Summary:
Energy relative to the best compared isomer or geometry (same formula, charge and spin) (kcal per mole): 69.04
SMILES string: C#CC=O.C=O
Max |F| (eV/A): 0.622
HOMO level (eV): -10.132
Total energy (a.u.): -305.16943
E_LUMO (eV): -0.4

Here are the Löwdin charges for atoms 1 to 8, given in e: number 1, O, carries 0.01; number 2, C, carries -0.18; number 3, O, carries 0.05; number 4, C, carries -0.32; number 5, C, carries -0.06; number 6, C, carries 0.15; number 7, H, carries 0.09; number 8, H, carries 0.08


Record 2
DFT (ωB97M-V/def2-TZVPD) results for 2 unconnected molecules or ions with the total composition C12H13BBr2F2N2O4S.

The geometry in XYZ format:
```
37
Properties=species:S:1:pos:R:3:forces:R:3
C -3.4428 1.0361 1.5433 0.003 -0.066 -0.022
C -2.9008 -0.2781 0.9918 0.055 0.050 -0.107
S -1.1509 -0.4218 1.4738 -0.061 -0.071 0.273
C -0.5830 -1.6749 0.3106 0.145 0.099 0.105
C 0.2404 -1.1454 -0.8272 -0.029 -0.240 -0.178
C 0.6907 0.1545 -0.9017 0.106 0.101 0.051
C 1.4789 0.5116 -1.9793 0.011 0.054 0.010
N 1.7640 -0.3801 -2.9287 -0.135 0.017 0.116
C 2.5685 -0.0032 -4.0694 -0.109 0.068 -0.151
Br 4.3930 0.0133 -3.6957 0.086 0.009 -0.001
C 1.9694 0.2683 -5.2264 -0.082 -0.033 0.147
C 0.4912 0.1999 -5.4653 -0.052 -0.091 0.036
Br 2.9861 0.7340 -6.7245 0.069 -0.012 -0.038
N 1.3648 -1.6429 -2.9006 0.046 -0.038 -0.078
C 0.6373 -2.0101 -1.8766 -0.097 0.124 0.176
H -3.2800 1.0949 2.6194 -0.026 0.015 -0.038
H -2.9334 1.8858 1.0843 -0.047 -0.037 0.025
H -4.5126 1.1124 1.3384 0.055 0.005 0.010
H -3.4467 -1.1307 1.3999 0.029 0.044 -0.029
H -2.9629 -0.3082 -0.1000 -0.069 0.027 0.061
H 0.0761 -2.3503 0.8719 -0.088 -0.046 -0.072
H -1.4129 -2.2777 -0.0672 0.077 -0.003 -0.004
H 0.4430 0.8697 -0.1248 0.003 -0.034 -0.040
H 1.8950 1.5031 -2.1081 -0.006 -0.072 -0.053
H 0.2559 -0.7169 -6.0122 0.038 0.059 0.004
H 0.1658 1.0408 -6.0768 0.051 -0.009 0.059
H -0.0825 0.1944 -4.5376 0.062 0.013 -0.038
H 0.3387 -3.0526 -1.8730 0.026 0.050 -0.063
B -0.3649 1.4169 4.6608 -0.006 0.004 -0.139
O 0.8194 0.8589 3.9228 0.107 0.043 -0.044
C 1.5980 0.1985 4.7523 -0.018 0.006 0.001
O 2.6144 -0.3762 4.4677 -0.009 -0.024 -0.029
C 0.9582 0.2795 6.1661 -0.014 -0.042 0.038
O 1.4065 -0.2201 7.1588 -0.004 0.018 -0.023
O -0.1573 0.9768 6.0655 0.069 -0.002 -0.088
F -1.5197 0.8460 4.1180 -0.187 0.043 0.106
F -0.4047 2.7934 4.5500 0.001 -0.031 0.015
```
Positions in Å, forces in eV/Å.

Summary:
Max |F| (eV/A): 0.300
HOMO level (eV): -8.240
Total energy (a.u.): -6646.46277
E_LUMO (eV): -2.8

Here are the Löwdin charges for atoms 1 to 8, given in e: number 1, C, carries -0.16; number 2, C, carries -0.51; number 3, S, carries 0.97; number 4, C, carries -0.42; number 5, C, carries -0.19; number 6, C, carries 0.04; number 7, C, carries 0.03; number 8, N, carries -0.15


Record 3
DFT (ωB97M-V/def2-TZVPD) results for a molecular structure, C26H33DyO5 in a non-equilibrium geometry.

The geometry in XYZ format:
```
65
Properties=species:S:1:pos:R:3:forces:R:3
O -1.1307 -0.7685 -1.0797 -1.248 -0.786 1.254
C -2.3379 -0.3826 -0.3624 -0.713 2.258 0.533
C -3.1802 -1.5232 -0.8824 0.985 -0.521 0.951
H -2.5557 0.6560 -0.6662 0.019 -1.421 0.262
H -2.3051 -0.3637 0.7347 0.540 0.026 -0.514
C -1.9792 -1.7848 -1.7753 0.064 -0.250 -0.605
H -4.0693 -1.3455 -1.4393 -0.626 0.047 0.016
H -3.2909 -2.2929 -0.0785 -0.223 0.433 -0.877
C -2.2180 -1.2404 -3.1836 0.114 0.025 0.059
H -2.4166 -0.1598 -3.1165 0.030 -0.371 0.034
H -3.0720 -1.7187 -3.6838 0.252 -0.051 0.206
H -1.3297 -1.3545 -3.7966 0.088 -0.093 -0.152
C -1.4946 -3.1935 -1.6229 0.515 -0.951 -0.245
H -1.5686 -3.5274 -0.5854 -0.102 0.232 -0.135
H -0.4487 -3.3282 -1.9141 -0.322 -0.068 -0.126
H -2.1272 -3.8988 -2.1875 0.158 0.403 -0.069
Dy 0.7006 -0.0988 0.4962 1.437 -0.822 -2.165
C 1.3539 -2.1830 1.8721 -0.836 0.474 0.447
C 1.1359 -1.1114 2.7891 -0.441 -1.195 0.496
C -0.2642 -0.8260 2.8170 0.256 -0.521 -0.299
H 1.8744 -0.6886 3.4580 -0.183 -0.021 -0.262
C -0.8846 -1.6577 1.8386 0.253 -0.619 0.931
C 0.1059 -2.4757 1.2411 0.135 -0.323 0.886
H -0.0662 -3.2527 0.5012 0.212 0.393 0.309
H 2.2764 -2.7408 1.7543 -0.076 0.409 -0.280
H -0.7771 -0.2116 3.5565 0.255 0.112 -0.460
H -1.9555 -1.7290 1.6674 0.504 -0.213 0.197
C 2.9505 -0.8016 -0.8059 -0.271 0.147 -0.370
C 2.0508 -1.8569 -1.1455 0.060 0.467 -1.183
C 1.1392 -1.3470 -2.1173 1.328 0.178 0.268
H 2.1508 -2.9068 -0.8689 -0.028 0.390 -0.005
C 1.3970 0.0399 -2.2890 0.462 -0.614 0.009
C 2.5337 0.3692 -1.5075 0.137 -0.307 -0.166
H 3.0794 1.3118 -1.5600 -0.320 -0.263 0.325
H 3.9086 -0.9350 -0.3049 -0.531 0.224 0.283
H 0.5564 -1.9501 -2.8009 -0.324 0.230 0.494
H 0.8877 0.6698 -3.0149 0.130 0.003 0.289
O -3.5086 1.8096 -1.2220 -3.423 1.497 -1.211
C -4.6615 1.0743 -1.8151 0.076 -0.234 0.206
C -5.9068 1.9444 -1.8729 0.198 0.132 -0.030
H -5.0060 0.2173 -1.2167 0.975 0.328 0.191
H -4.3827 0.6980 -2.8009 0.249 0.109 0.171
C -5.5788 3.1014 -0.9182 -0.067 0.116 0.251
H -6.7597 1.3511 -1.5120 0.214 0.313 -0.106
H -6.1486 2.2342 -2.8960 0.149 0.339 0.113
C -4.0697 2.9875 -0.5603 0.099 -0.065 -0.108
H -6.2206 3.0045 -0.0328 0.360 0.187 -0.082
H -5.7936 4.0690 -1.3742 0.030 -0.068 0.080
H -3.8943 2.8610 0.5156 -0.197 0.037 -0.129
H -3.5167 3.8914 -0.8726 -0.124 -0.533 -0.055
O 4.3240 -0.6490 2.6720 0.003 -0.740 -0.540
C 4.9923 0.5006 2.3766 1.046 0.184 0.618
C 6.4004 0.4892 2.3284 -0.694 0.517 0.158
C 7.0723 1.7032 2.3978 -0.084 0.275 -0.220
C 6.3500 2.9051 2.4425 -0.074 0.073 0.003
C 4.9449 2.8979 2.4143 0.177 -0.394 -0.066
C 4.2511 1.6877 2.3580 0.802 -0.316 0.345
C 2.7591 1.5114 2.4256 -0.577 0.189 1.172
O 2.1611 1.5420 3.5092 0.662 0.361 -1.287
O 2.2448 1.2473 1.2715 -0.601 0.508 0.338
H 4.9592 -1.3859 2.6838 -0.369 0.385 -0.001
H 6.9450 -0.4554 2.3245 -0.142 0.166 0.052
H 8.1672 1.7007 2.4376 -0.455 0.126 -0.083
H 6.8897 3.8555 2.5120 -0.255 -0.384 -0.023
H 4.3572 3.8147 2.4873 0.335 -0.149 -0.091
```
Positions in Å, forces in eV/Å.

Summary:
Energy relative to the best compared isomer or geometry (same formula, charge and spin) (kcal per mole): 65.77
Max |F| (eV/A): 3.927
HOMO level (alpha / beta) (eV): -7.363 / -7.408
Spin multiplicity: 6
Total energy (a.u.): -2271.69106
Expectation value of S²: 9.38
E_LUMO (alpha / beta) (eV): 0.1 / 0.2

Here are the Löwdin charges for atoms 1 to 8, given in e: number 1, O, carries -0.23; number 2, C, carries -0.20; number 3, C, carries -0.07; number 4, H, carries 0.09; number 5, H, carries 0.09; number 6, C, carries -0.50; number 7, H, carries 0.08; number 8, H, carries 0.13